This record from the Open Molecules 2025 dataset describes C24H38N6OSb2Ti as an isolated structure. The level of theory is ωB97M-V/def2-TZVPD.

Cartesian coordinates (Å):
Sb 1.53 -0.38 -1.62
Sb -0.85 -3.76 1.97
Ti 0.45 -1.31 0.87
O 3.62 2.60 2.91
N 2.44 4.54 2.88
N -1.23 -0.95 0.07
N -3.77 -3.74 -3.66
N -1.66 -3.47 -2.56
N -2.28 -5.47 -3.43
N 0.46 0.22 2.23
C -3.13 0.18 -3.02
C -1.18 -2.05 -0.59
C -3.90 -0.67 -2.17
C -0.30 -5.78 1.83
C -2.56 -4.17 -3.21
C -3.33 -1.79 -1.69
C 0.36 2.35 3.97
C -0.58 1.32 4.07
C 4.45 5.28 1.59
C 0.90 1.61 -1.89
C -1.91 -2.17 -1.98
C 2.56 3.21 2.91
C 3.36 -0.48 -2.65
C -1.15 -1.16 -2.84
C -0.50 0.27 3.18
C 3.69 5.31 2.90
C 0.26 -1.41 -3.09
C 1.19 5.27 2.69
C 1.02 5.83 1.28
C 1.33 2.32 2.98
C -1.81 -0.05 -3.35
C -2.92 -3.89 1.59
C -0.31 -3.22 -0.16
C 1.35 1.22 2.15
H -3.38 -2.91 1.57
H 0.93 1.87 -2.95
H 0.03 6.26 1.17
H 3.83 5.61 0.75
H 1.18 6.08 3.42
H 0.77 -5.87 1.65
H 3.61 -1.52 -2.85
H -1.30 0.63 -4.01
H -1.34 1.33 4.83
H 0.33 3.17 4.68
H -1.21 -0.55 3.22
H 0.60 -0.99 -4.03
H -0.11 1.74 -1.49
H -3.62 1.05 -3.44
H -1.36 -5.78 -3.20
H -0.87 -6.22 1.01
H -4.92 -0.41 -1.95
H -0.56 -6.29 2.76
H 4.14 -0.03 -2.04
H 1.59 2.27 -1.35
H -3.08 -4.43 0.66
H 1.75 6.61 1.07
H 0.79 -3.01 -0.13
H 2.16 1.12 1.42
H -3.37 -4.47 2.40
H 3.25 0.07 -3.58
H 1.15 5.04 0.53
H -3.90 -2.76 -3.87
H 0.51 -2.47 -3.01
H -3.88 -2.47 -1.06
H -2.77 -5.99 -4.14
H 4.84 4.29 1.39
H -0.39 -4.07 -0.85
H 3.41 6.33 3.17
H 4.30 4.91 3.71
H -4.33 -4.36 -4.21
H 0.35 4.63 2.93
H 5.30 5.96 1.65

- E_LUMO (spin up / spin down) (Eh) = -0.378 / -0.380
- HOMO (spin up / spin down) (eV) = -15.68 / -15.68
- spin multiplicity = 2
- ⟨S²⟩ = 0.7569
- total charge = +3
- gap between HOMO and LUMO (spin up / spin down) (eV) = 5.384 / 5.323
- energy relative to the best compared isomer or geometry (same formula, charge and spin) (kcal/mol) = 0.0
- E_tot (eV) = -72655.251

This record from the Open Molecules 2025 dataset describes a 8-piece molecular cluster, C24H38N8O3 overall. The level of theory is ωB97M-V/def2-TZVPD.

Cartesian coordinates (Å):
O -1.51 -1.79 -6.05
O -3.35 -2.91 -5.28
O -4.15 -5.08 -2.48
N 1.94 6.22 2.10
N -0.32 -0.15 -4.69
N 1.08 2.24 5.42
N -0.51 2.90 0.37
N 2.60 1.10 -0.43
N 5.22 2.40 1.70
N 6.95 4.02 -3.05
N -2.05 4.96 6.12
C 6.17 3.21 -2.80
C 2.20 6.97 2.92
C -2.69 -6.22 1.49
C -2.92 -5.59 -1.94
C -1.98 -2.97 -5.33
C -1.99 -7.79 -2.84
C 0.06 3.87 3.66
C -0.89 -0.92 -5.33
C -2.66 -4.86 -0.60
C -1.47 4.42 6.95
C -4.13 -4.75 -3.85
C 2.51 7.93 3.98
C -0.29 2.66 -0.73
C 2.51 1.13 0.71
C 0.65 2.94 4.61
C 4.88 3.31 1.10
C 2.38 1.26 2.15
C -3.31 -5.45 0.61
C -2.96 -7.12 -1.86
C -3.94 -3.24 -4.02
C 5.19 2.19 -2.48
C -0.74 3.71 7.99
C 4.42 4.48 0.37
C 0.01 2.35 -2.12
H -0.54 3.03 -2.77
H 2.69 8.91 3.54
H -1.62 -3.81 -5.92
H -1.92 -8.86 -2.66
H -3.34 -2.85 -3.19
H -3.21 -6.67 2.32
H -2.73 -7.46 -0.85
H -3.34 -5.28 -4.39
H -0.74 4.39 4.18
H 1.68 7.98 4.67
H -1.58 -4.79 -0.44
H 2.73 0.36 2.65
H 0.14 3.24 7.57
H -1.63 -6.43 1.40
H 2.96 2.11 2.51
H 4.36 2.63 -1.92
H -0.27 1.33 -2.35
H -4.91 -2.73 -4.01
H 4.79 1.75 -3.40
H -3.98 -7.43 -2.10
H 0.81 4.57 3.31
H 1.08 2.47 -2.30
H 3.78 4.16 -0.46
H -1.53 -2.97 -4.33
H 5.27 5.03 -0.04
H -1.38 2.93 8.42
H -0.45 4.40 8.78
H -5.08 -5.06 -4.27
H -2.29 -7.62 -3.88
H -3.03 -3.84 -0.75
H -2.10 -5.31 -2.61
H -0.35 3.36 2.79
H 3.40 7.61 4.52
H 1.33 1.42 2.40
H -4.36 -5.20 0.79
H 5.64 1.41 -1.88
H 3.84 5.13 1.02
H -0.99 -7.38 -2.72

- E_LUMO (Eh) = 0.016
- HOMO (eV) = -9.76
- total charge = 0
- SMILES string = C=CC[C@@H](CC)OCCOCOC#N.CC#N.CC#N.CC#N.CC#N.CC#N.CC#N.CC#N
- gap between HOMO and LUMO (eV) = 10.195
- E_tot (eV) = -43563.036

This record from the Open Molecules 2025 dataset describes C24H38NO2P3W as an isolated structure at a distorted geometry. The level of theory is ωB97M-V/def2-TZVPD.

Cartesian coordinates (Å):
W -1.12 -1.61 -0.39
P 3.12 -1.44 1.39
P 0.31 2.24 -3.26
P -3.24 -0.64 2.28
O -1.43 1.57 0.04
O 0.70 -0.69 2.27
N 2.25 1.56 -0.80
C 1.01 -1.24 1.22
C -1.20 0.41 -0.04
C 2.55 5.77 2.57
C -2.81 0.98 2.98
C 2.34 3.59 0.83
C 2.27 2.47 -0.06
C 1.18 3.85 -3.51
C 2.56 5.97 1.18
C -2.53 -2.98 0.07
C 3.94 -0.19 2.37
C 1.42 1.32 -4.43
C 2.45 4.47 3.08
C -1.79 -2.32 -2.20
C 2.46 4.89 0.31
C 3.31 -3.10 2.06
C -3.43 -1.68 3.76
C 2.32 3.38 2.22
C -0.48 -2.78 -1.91
C 3.63 -1.30 -0.31
C -2.80 -2.39 -1.22
C -4.93 -0.40 1.66
C -0.21 -3.39 -0.64
C -1.09 2.63 -4.40
C -1.27 -3.59 0.28
H 4.38 -3.34 2.16
H 3.96 0.77 1.84
H 3.14 -2.08 -0.92
H -4.11 -1.20 4.47
H -2.44 -1.82 4.21
H 4.97 -0.51 2.59
H 2.64 6.98 0.78
H -1.57 1.71 -4.76
H -0.73 3.23 -5.25
H 2.83 -3.15 3.05
H 3.35 -0.31 -0.71
H -3.23 1.04 3.99
H 2.23 3.74 -3.20
H -1.71 1.05 3.00
H 0.31 -2.56 -2.61
H 2.47 4.31 4.16
H -4.91 0.36 0.87
H 2.19 2.37 2.61
H -3.33 -3.02 0.80
H -3.80 -2.67 3.47
H 2.48 5.03 -0.77
H -5.30 -1.33 1.22
H -5.59 -0.08 2.47
H 4.72 -1.45 -0.37
H 2.37 1.15 -3.90
H 2.63 6.62 3.24
H -1.09 -4.11 1.23
H 3.39 -0.06 3.32
H -3.78 -1.98 -1.42
H 0.97 0.35 -4.70
H 1.12 4.13 -4.57
H -2.02 -1.89 -3.18
H 1.60 1.92 -5.34
H 2.83 -3.83 1.39
H 0.71 4.61 -2.88
H -1.82 3.21 -3.82
H 0.79 -3.74 -0.44
H -3.19 1.78 2.33

- E_LUMO (spin up / spin down) (Eh) = -0.504 / -0.537
- HOMO (spin up / spin down) (eV) = -18.87 / -18.87
- spin multiplicity = 3
- ⟨S²⟩ = 2.0581
- total charge = +4
- gap between HOMO and LUMO (spin up / spin down) (eV) = 5.164 / 4.257
- energy relative to the best compared isomer or geometry (same formula, charge and spin) (kcal/mol) = 35.3
- E_tot (eV) = -60733.799